Entry 1:
# C6H13NO2S

One molecule with the formula C6H13NO2S (ωB97M-V/def2-TZVPD, the Open Molecules 2025 dataset).

Geometry as XYZ:
```
23
Properties=species:S:1:pos:R:3
H 2.95 -2.58 0.53
N -1.36 1.26 0.93
H -0.84 0.61 1.54
H -0.79 -0.09 -2.10
O -2.26 -1.39 1.15
H 0.93 2.29 -0.07
C -0.61 0.60 -1.26
H 1.04 1.13 1.26
H 2.43 1.41 0.22
H 1.42 0.45 -1.68
S 0.94 -1.45 -0.27
H -2.62 -2.29 1.11
H -2.61 1.05 -0.62
C 1.32 1.31 0.23
O -2.63 -1.59 -1.04
C 0.82 0.28 -0.80
H -2.20 1.45 1.46
C -1.75 0.49 -0.27
H 3.37 -1.04 -0.24
C -2.25 -0.93 -0.11
C 2.62 -1.49 0.39
H -0.65 1.58 -1.77
H 2.72 -1.05 1.42
```

Results
Energy relative to the best compared isomer or geometry (same formula, charge and spin) = 0.0 kcal per mole
Structure (SMILES) = CS[C@H](C)C[C@H](N)C(=O)O
Total energy = -839.8430 a.u.
HOMO level = -8.6 eV
Largest force on an atom = 2.40 eV/Å
Orbital gap = 9.3 eV

Entry 2:
# C22H32N4O3

One molecule with the formula C22H32N4O3 (ωB97M-V/def2-TZVPD, the Open Molecules 2025 dataset).

Geometry as XYZ:
```
61
Properties=species:S:1:pos:R:3
H 10.08 0.91 -0.27
C -3.27 0.35 0.77
C -7.15 -0.86 -1.15
H 5.52 -2.10 0.76
C 0.80 1.33 -0.12
H -3.72 3.32 -0.57
H -7.50 -3.43 -2.12
C 9.57 -0.05 -0.31
H -8.78 0.20 -0.20
H 9.51 -0.36 -1.35
C -0.94 -0.27 0.83
H -7.66 1.24 -1.10
C -5.28 2.21 0.08
N -5.59 0.99 0.66
H -0.17 -0.96 1.12
H -7.65 -0.94 -2.12
C -7.01 0.72 0.87
C 6.03 -1.13 0.82
C 3.02 0.48 -0.71
H 7.78 2.07 -0.40
H 5.32 1.86 -0.44
H -6.09 -0.71 -1.34
C -6.92 -3.36 -1.19
H 5.96 1.49 1.18
N 1.62 0.30 -0.45
C 8.17 0.06 0.29
H 3.71 0.44 1.35
C -7.72 0.37 -0.43
C -2.26 -0.55 1.11
H 6.09 -0.84 1.88
C 7.32 1.08 -0.46
H -7.46 1.62 1.30
H -7.06 -4.28 -0.63
H 3.55 -1.15 0.58
C -0.61 0.93 0.19
C -1.60 1.85 -0.13
H -7.07 -0.10 1.59
H 10.17 -0.78 0.24
H 7.99 -2.03 0.83
C -7.35 -2.16 -0.37
O 1.16 2.49 -0.10
C 5.91 1.14 0.13
H -5.87 -3.29 -1.46
H -6.77 -2.13 0.55
H -2.55 -1.47 1.60
C -2.94 1.56 0.15
H -1.33 2.78 -0.59
H 7.37 -1.62 -0.78
H 3.29 0.00 -1.66
N 5.28 -0.16 0.04
C 3.88 -0.12 0.41
H 7.25 0.79 -1.51
N -3.95 2.43 -0.15
H 8.27 0.38 1.34
O -6.12 3.03 -0.21
C 7.44 -1.28 0.26
C -4.67 0.03 1.07
H 3.18 1.56 -0.79
O -5.02 -0.98 1.64
H -8.41 -2.26 -0.10
H 1.26 -0.64 -0.45
```

Results
Energy relative to the best compared isomer or geometry (same formula, charge and spin) = 1.4 kcal per mole
Structure (SMILES) = CCCCCn1c(=O)[nH]c2cc(C(=O)NCCN3CCC(C)CC3)ccc2c1=O
Total energy = -1302.3699 a.u.
HOMO level = -8.9 eV
Largest force on an atom = 0.68 eV/Å
Orbital gap = 8.8 eV

Entry 3:
# C2H6S2

An isolated ion of composition C2H6S2 and charge +1 (ωB97M-V/def2-TZVPD, the Open Molecules 2025 dataset).

Geometry as XYZ:
```
10
Properties=species:S:1:pos:R:3
H 1.28 0.14 0.88
H 1.11 1.73 1.58
H -1.12 -1.93 -1.40
H -1.36 -0.76 -0.08
H 0.19 -1.56 -0.24
S 0.35 1.70 -0.61
H -0.26 0.67 1.53
C 0.61 0.97 0.99
S -0.15 0.20 -1.85
C -0.65 -1.16 -0.79
```

Results
Energy relative to the best compared isomer or geometry (same formula, charge and spin) = 0.9 kcal per mole
Total energy = -875.8695 a.u.
Total charge = +1
HOMO level (spin up / spin down) = -14.7 / -16.3 eV
<S²> = 0.75
Largest force on an atom = 0.91 eV/Å
Orbital gap (spin up / spin down) = 10.4 / 8.6 eV
Spin multiplicity = 2

Entry 4:
# C4H7NO2

One molecule with the formula C4H7NO2 (ωB97M-V/def2-TZVPD, the Open Molecules 2025 dataset).

Geometry as XYZ:
```
14
Properties=species:S:1:pos:R:3
C -0.48 -1.10 1.43
H 0.00 -1.69 2.31
O -1.65 -0.56 1.60
H 0.26 -2.41 -0.30
N -0.53 1.14 -0.18
H 0.80 -0.03 -1.40
C 0.30 -1.35 0.13
C 0.56 2.16 -0.47
H 1.14 1.95 -1.46
H -1.55 0.96 -0.13
C -0.08 -0.19 -0.89
H 1.31 -1.43 0.51
O 0.92 3.07 0.35
H -0.99 -0.53 -1.50
```

Results
Energy relative to the best compared isomer or geometry (same formula, charge and spin) = 93.4 kcal per mole
Structure (SMILES) = O=CCCNC=O
Total energy = -361.7320 a.u.
HOMO level = -9.5 eV
Largest force on an atom = 6.37 eV/Å
Orbital gap = 9.8 eV

Entry 5:
# C22H15N4O3SV

C22H15N4O3SV as an isolated structure (ωB97M-V/def2-TZVPD, the Open Molecules 2025 dataset).

Geometry as XYZ:
```
46
Properties=species:S:1:pos:R:3
H -1.58 -5.53 -0.06
O -2.63 -0.55 1.29
C -0.38 0.48 -4.20
H -2.13 1.86 6.23
C -0.10 0.93 3.12
C 1.89 2.47 -3.31
H -3.33 1.56 4.08
C -1.26 -0.57 -4.43
C -1.09 -4.57 -0.10
C -0.19 1.42 5.44
N -0.45 0.66 0.78
H 3.14 1.65 0.21
H 4.20 3.50 -1.05
C -0.24 -4.18 0.92
H 0.30 1.56 6.40
H -0.05 -4.82 1.77
C 3.39 2.94 -1.49
N 1.81 1.18 -1.31
S -2.14 0.77 1.42
C -0.70 -1.53 -2.33
C 0.46 0.62 1.84
H 1.04 -2.59 1.62
C 0.32 0.50 -3.01
H 1.64 0.96 4.39
O -2.73 1.90 0.82
C -1.30 -3.72 -1.19
H 3.36 4.04 -3.34
N 0.12 -0.47 -2.09
C 2.92 3.23 -2.76
O 1.62 0.22 1.52
C 0.57 1.08 4.33
N 0.17 -2.13 -0.21
H -2.09 -2.42 -3.70
C -1.42 -1.59 -3.50
C 2.81 1.91 -0.78
C -1.56 1.60 5.34
C 1.35 1.45 -2.57
H -0.24 1.26 -4.94
H 1.52 2.68 -4.31
C -0.65 -2.52 -1.23
H -1.95 -4.03 -2.00
V 0.74 -0.19 -0.26
H -1.82 -0.60 -5.36
C 0.37 -2.94 0.84
C -2.25 1.43 4.13
C -1.50 1.10 3.04
```

Results
Energy relative to the best compared isomer or geometry (same formula, charge and spin) = 0.0 kcal per mole
Total energy = -2633.3398 a.u.
Total charge = +3
HOMO level (spin up / spin down) = -18.7 / -18.7 eV
<S²> = 0.77
Largest force on an atom = 0.64 eV/Å
Orbital gap (spin up / spin down) = 6.3 / 6.8 eV
Spin multiplicity = 2

Entry 6:
# C3H6O3P

A 2-piece molecular cluster, C3H6O3P overall (ωB97M-V/def2-TZVPD, the Open Molecules 2025 dataset).

Geometry as XYZ:
```
13
Properties=species:S:1:pos:R:3
O 2.90 2.06 -0.20
O 2.29 -1.58 -0.46
H -0.39 -2.10 -0.17
H -1.15 1.48 1.10
C -0.61 1.35 0.04
H -1.07 1.51 -0.86
H 0.23 1.91 0.20
C -0.20 -0.04 0.01
O 0.69 -0.23 1.22
C -1.04 -1.24 -0.22
H -1.53 -1.36 -1.13
P 1.66 -0.29 -0.14
H -1.77 -1.46 0.61
```

Results
Energy relative to the best compared isomer or geometry (same formula, charge and spin) = 153.5 kcal per mole
Total energy = -684.8660 a.u.
Total charge = -1
HOMO level (spin up / spin down) = -4.0 / -3.6 eV
Largest force on an atom = 4.62 eV/Å
Orbital gap (spin up / spin down) = 7.1 / 7.4 eV

Entry 7:
# C12H30ClN2O8Zn

C12H30ClN2O8Zn as an isolated structure (ωB97M-V/def2-TZVPD, the Open Molecules 2025 dataset).

Geometry as XYZ:
```
54
Properties=species:S:1:pos:R:3
H -2.43 -2.67 0.45
C -0.36 0.16 3.16
C -0.53 -1.83 -1.96
O -0.23 2.08 -0.28
C -1.97 -2.60 1.44
C 3.05 -0.48 -2.26
H 0.30 -1.93 2.92
H 0.43 2.90 2.86
C -2.63 -0.64 -1.88
H 1.46 -2.60 -1.66
C 0.70 -2.06 -1.08
H -1.07 2.49 2.09
H -1.45 3.64 -1.07
Cl -3.52 1.91 1.38
O -1.16 -1.42 1.52
H 3.53 0.36 -2.78
H -2.80 -2.53 2.14
H -1.34 -3.47 1.60
H 2.14 -1.14 -0.07
H 0.42 -2.69 -0.24
O -3.17 3.21 0.87
C 0.48 2.85 0.70
C 1.81 0.09 -1.59
H -0.17 -1.47 -2.92
H -1.33 0.62 3.36
H 1.06 0.47 -2.28
H -2.64 -0.79 -2.96
H -3.37 -1.32 -1.45
H 5.92 -0.79 -1.58
H -1.29 -1.72 3.56
H 5.03 -1.88 -2.66
H 5.37 -2.30 -0.94
O -3.27 1.82 2.79
O -2.64 0.93 0.73
O 3.89 -0.89 -1.21
N 1.28 -0.81 -0.53
C 5.10 -1.51 -1.64
H -2.97 0.37 -1.69
H 2.16 0.95 -1.03
H 1.30 0.86 2.31
C 0.00 2.32 2.04
C -0.60 -1.30 2.83
H 0.27 0.32 4.04
H 1.55 2.64 0.54
N 0.32 0.87 2.03
O -1.33 -0.83 -1.31
H -1.10 -2.76 -1.93
H -1.39 2.16 -1.96
O -4.87 1.59 1.06
H 0.44 3.94 0.63
H 2.87 -1.30 -2.96
C -0.77 2.84 -1.36
Zn -0.50 0.14 0.25
H 0.02 3.20 -2.02
```

Results
Energy relative to the best compared isomer or geometry (same formula, charge and spin) = 0.0 kcal per mole
Total energy = -3425.6711 a.u.
Total charge = +1
HOMO level = -12.3 eV
Largest force on an atom = 1.91 eV/Å
Orbital gap = 9.8 eV

Entry 8:
# C11H15N2O

An isolated ion of composition C11H15N2O and charge +1 (ωB97M-V/def2-TZVPD, the Open Molecules 2025 dataset).

Geometry as XYZ:
```
29
Properties=species:S:1:pos:R:3
N 2.16 -0.84 -0.05
C 1.08 1.09 1.05
C -1.87 0.85 -0.10
H -4.12 -2.35 0.27
H -3.55 1.62 -1.27
C -1.07 1.93 -0.24
N -2.15 -1.59 0.67
H 4.36 -0.82 0.08
H -4.77 -0.28 -0.99
H -1.65 2.71 -0.75
C -3.14 0.75 -0.68
C 2.00 -2.19 -0.61
C 0.43 2.03 0.06
H 0.46 1.16 2.06
O -0.06 -0.83 0.08
H -1.27 -0.26 1.67
C -3.89 -0.34 -0.46
H 3.59 0.72 0.47
H 1.95 -2.02 -1.75
H 0.82 3.07 0.43
H 3.64 0.05 -1.20
H 2.78 -2.88 -0.28
C -1.32 -0.41 0.63
C 3.41 -0.21 -0.14
H 1.27 -2.75 -0.10
C -3.35 -1.48 0.24
H 2.09 1.60 1.35
H 1.06 1.95 -0.82
C 1.08 -0.27 0.37
```

Results
Energy relative to the best compared isomer or geometry (same formula, charge and spin) = 58.6 kcal per mole
Structure (SMILES) = C[N+](C)=C1CCC=C2C=CC=N[C@H]2O1
Total energy = -612.5485 a.u.
Total charge = +1
HOMO level = -12.0 eV
Largest force on an atom = 4.71 eV/Å
Orbital gap = 8.4 eV

Entry 9:
# C23H25NO5

One molecule with the formula C23H25NO5 (ωB97M-V/def2-TZVPD, the Open Molecules 2025 dataset).

Geometry as XYZ:
```
54
Properties=species:S:1:pos:R:3
H 8.02 0.11 -2.31
C 2.45 0.34 0.21
O -8.38 -1.13 0.32
C 3.63 0.41 -0.51
H 1.48 -0.56 1.92
H -0.40 2.74 1.05
C -1.03 1.02 -1.01
C -0.08 0.80 0.17
H -2.31 2.09 2.48
C 4.65 -1.21 0.93
H -0.94 2.06 -1.36
C 3.47 -1.26 1.67
H 3.70 1.07 -1.37
C -1.98 1.42 1.69
C 4.74 -0.36 -0.17
O -7.84 0.74 -0.93
H 8.73 -0.78 0.62
H -6.32 -2.86 1.10
C -2.86 1.62 0.45
C -8.90 0.01 -0.34
H 8.76 -1.44 -1.88
C 2.37 -0.50 1.32
O 1.52 2.20 -0.91
C -0.52 1.69 1.34
H 7.22 -0.19 1.33
N -2.40 0.77 -0.62
C -5.41 0.32 -1.00
H 0.11 1.51 2.21
H 5.48 -1.83 1.24
C 1.33 1.21 -0.24
C -6.07 -1.98 0.53
C -3.00 -0.38 -1.00
H 8.06 0.78 0.12
H -5.16 1.18 -1.59
C 7.03 -0.92 -0.71
H -0.79 0.34 -1.83
H -0.12 -0.25 0.46
C -4.75 -1.71 0.16
H 7.25 -1.40 -2.80
H 3.42 -1.91 2.53
H -9.61 -0.32 -1.12
O 5.82 -0.23 -0.98
H -2.80 2.67 0.12
H -9.43 0.64 0.38
C 7.82 -0.91 -2.01
H -3.90 1.40 0.69
C -4.42 -0.58 -0.57
O -2.44 -1.21 -1.70
H 6.81 -1.96 -0.43
H -3.97 -2.39 0.45
C -7.03 -1.10 0.11
C -6.70 0.03 -0.65
C 7.81 -0.23 0.42
H -2.10 0.39 2.04
```

Results
Energy relative to the best compared isomer or geometry (same formula, charge and spin) = 25.8 kcal per mole
Structure (SMILES) = CC(C)Oc1cccc(C(=O)[C@H]2CCCN(C(=O)c3ccc4c(c3)OCO4)C2)c1
Total energy = -1322.4021 a.u.
HOMO level = -8.3 eV
Largest force on an atom = 1.28 eV/Å
Orbital gap = 8.7 eV

Entry 10:
# C3H9NO3

A 2-piece molecular cluster, C3H9NO3 overall (ωB97M-V/def2-TZVPD, the Open Molecules 2025 dataset).

Geometry as XYZ:
```
16
Properties=species:S:1:pos:R:3
O -1.76 -0.25 0.94
C 0.22 -1.33 0.16
O -0.20 -0.86 2.47
C 0.98 -0.15 -0.55
N 0.70 -0.09 -1.95
H 0.03 3.27 0.30
H 1.21 -0.67 -2.62
C -0.57 -0.76 1.35
H -0.60 1.77 0.28
H 1.01 -1.98 0.53
H -2.38 -0.30 1.69
H 0.58 0.80 -0.20
H -0.39 -1.89 -0.52
H 2.05 -0.07 -0.39
O -0.58 2.63 0.68
H -0.30 -0.11 -2.17
```

Results
Energy relative to the best compared isomer or geometry (same formula, charge and spin) = 20.0 kcal per mole
Total energy = -399.8303 a.u.
Total charge = +1
HOMO level (spin up / spin down) = -15.2 / -15.0 eV
<S²> = 0.76
Largest force on an atom = 2.42 eV/Å
Orbital gap (spin up / spin down) = 11.4 / 5.8 eV
Spin multiplicity = 2

Entry 11:
# C31H62P2PtSi2

C31H62P2PtSi2 as an isolated structure (ωB97M-V/def2-TZVPD, the Open Molecules 2025 dataset).

Geometry as XYZ:
```
98
Properties=species:S:1:pos:R:3
Si 0.65 -4.08 0.47
H 1.86 -3.34 4.72
C -4.51 1.57 -0.86
H -1.63 2.17 -0.44
C 2.00 3.19 -2.73
C 0.93 3.95 -2.43
H 0.99 -0.16 4.22
H 3.79 -2.22 2.02
H -0.64 -3.99 -1.71
H -0.07 3.66 -2.74
H 2.30 0.83 -2.60
H 1.71 -1.89 0.24
H 3.60 -1.59 3.68
H -0.18 5.80 -0.31
C -3.70 0.41 -0.42
C -4.17 -1.07 -2.50
H -0.35 -2.35 -3.14
C 0.34 -0.85 3.67
H -3.55 -1.76 -3.09
H 1.93 2.45 -3.53
C 1.91 1.39 -0.52
H -3.46 -2.32 2.27
H 2.63 -0.44 -1.42
H 1.39 6.59 -0.24
H -2.16 -3.72 -0.03
C 1.06 2.04 2.29
P 0.51 1.68 0.64
H 2.03 5.83 -2.35
H -2.53 0.96 2.76
H 0.29 -3.86 4.10
H -0.09 -5.63 -1.31
H 2.32 -5.89 0.20
H 3.97 4.06 -3.05
H 0.30 5.99 -2.56
C 3.19 -1.55 2.66
C 0.82 -2.18 0.83
C 3.56 4.29 -0.94
H 2.66 -5.07 1.73
H 3.32 -0.52 2.28
H 1.78 -4.51 3.40
P 0.30 -0.34 -2.04
C -0.84 2.75 0.06
H -1.18 1.57 -2.38
C 0.89 5.64 -0.51
C 0.20 -4.56 -1.30
H 0.22 1.92 2.98
H -0.28 -1.38 4.41
C 2.36 -4.90 0.69
H 1.06 -4.45 -1.97
H 1.34 -2.43 -2.58
H -1.28 3.23 0.93
H -3.90 -3.64 -0.34
H -1.73 -2.70 2.07
H -2.23 -1.27 3.00
C -2.42 -1.08 0.87
H 3.57 5.37 -1.15
H 1.44 3.07 2.38
H -1.60 0.16 -3.37
H -1.37 -5.48 0.90
H 1.82 2.37 -0.99
H 0.87 4.46 1.31
H -5.58 1.40 -0.70
H 3.03 3.30 0.95
C -2.89 -1.75 -0.39
C -0.76 0.76 -2.99
C -0.59 -5.04 1.54
H 4.58 4.07 -0.56
H -4.28 0.87 2.51
H 1.86 1.35 2.58
C 1.31 -3.61 3.80
C -2.46 -1.89 2.12
H 3.97 2.55 -2.16
H -2.77 -3.45 -1.68
H -4.36 1.78 -1.92
H -4.30 -0.14 -3.06
C 2.59 3.93 0.17
Pt -0.36 -0.31 0.27
H -0.20 1.19 -3.83
C 1.94 0.36 -1.67
Si 1.38 -2.07 2.69
H -4.23 2.47 -0.29
H -3.35 2.16 1.74
C -3.55 -0.81 -1.17
H -0.33 -0.24 3.04
C -3.32 1.10 2.02
H 3.14 -4.31 0.20
C 1.07 5.40 -2.03
C -2.92 -3.21 -0.62
C 0.59 -1.79 -3.04
H 0.93 -1.47 -4.03
C -3.11 0.24 0.83
H -0.47 3.51 -0.63
H -5.16 -1.53 -2.40
H -0.05 -5.89 2.01
C 3.42 3.50 -2.27
H 2.85 1.36 0.05
C 1.39 4.50 0.35
H -1.07 -4.48 2.34
```

Results
Energy relative to the best compared isomer or geometry (same formula, charge and spin) = 40.5 kcal per mole
Total energy = -2598.7255 a.u.
Total charge = +2
HOMO level (spin up / spin down) = -12.7 / -14.1 eV
<S²> = 6.02
Largest force on an atom = 3.64 eV/Å
Orbital gap (spin up / spin down) = 8.1 / 6.1 eV
Spin multiplicity = 5